Record 1
Molecular formula: C20H23ClN7Pd
Method: DFT, ωB97M-V with the def2-TZVPD basis set

**Net charge**: +3
**LUMO energy (spin up / spin down)**: -0.4413 / -0.4413 hartree
**Energy above the lowest of the compared OMol25 structures with the same formula, charge and spin**: 96.1 kJ/mol
**E**: -47518.953 eV
**2S+1**: 1

The geometry in XYZ format:
```
52
C20H23ClN7Pd | OMol25 | ωB97M-V with the def2-TZVPD basis set
Pd 0.46109 0.40459 0.42665
C -0.45795 1.94058 -2.01506
N 0.35363 2.23355 -0.80400
C -0.21768 3.30430 0.04030
C -1.23590 2.61878 0.90012
N -1.10246 1.32671 1.24336
C -2.17117 0.99423 2.10074
C -2.55306 -0.17193 2.76358
C -3.67205 -0.10562 3.56659
C -4.40913 1.07975 3.71988
C -4.04730 2.23806 3.06901
C -2.92193 2.16165 2.25805
N -2.30194 3.14122 1.48535
C -0.60949 0.45753 -2.16562
N -0.64017 -0.34687 -1.10346
C -0.88454 -1.65457 -1.57774
C -1.06498 -2.87785 -0.93690
C -1.35645 -3.96864 -1.73086
C -1.47925 -3.85973 -3.12542
C -1.33088 -2.64895 -3.76773
C -1.03218 -1.55824 -2.96171
N -0.85222 -0.21000 -3.28355
H -0.01999 2.40098 -2.90041
H -1.45293 2.36850 -1.87329
H 1.31732 2.42557 -1.06225
H -0.66071 4.10529 -0.55446
H 0.57268 3.74254 0.65185
H -2.02460 -1.10804 2.67137
H -3.99412 -0.99223 4.09517
H -5.27605 1.08065 4.36594
H -4.60922 3.15535 3.18402
H -2.58082 4.11252 1.43329
H -1.01180 -2.99677 0.13516
H -1.51278 -4.93232 -1.26592
H -1.70878 -4.74417 -3.70343
H -1.45635 -2.55418 -4.83801
H -0.91285 0.19001 -4.21045
Cl 1.23762 -0.27906 2.70988
C 0.52525 -1.29613 1.52543
H -0.46287 -1.64096 1.78489
H 1.20745 -1.98450 1.03970
C 5.80348 0.39247 0.62168
N 4.80549 -0.46073 -0.06751
C 5.30592 -1.62557 -0.83874
C 3.57063 -0.13234 -0.11839
N 2.45180 0.20364 -0.18182
H 6.47469 0.81250 -0.12462
H 6.35917 -0.22640 1.32222
H 5.29599 1.18935 1.15778
H 6.01859 -1.27300 -1.58131
H 4.47428 -2.12026 -1.33252
H 5.78956 -2.31127 -0.14681
```

natural (NBO) population analysis, charges in e, atoms 1 to 8:
1 Pd 1.1820
2 C -0.2831
3 N -0.6025
4 C -0.2781
5 C 0.4074
6 N -0.4552
7 C 0.1530
8 C -0.2503

=====

Record 2
Molecular formula: C12H21N2O2
Method: DFT, ωB97M-V with the def2-TZVPD basis set

**Net charge**: +1
**SMILES string**: CCCOCc1cc(CCCCO)c[nH+]n1
**LUMO energy**: -0.1752 hartree
**Energy above the lowest of the compared OMol25 structures with the same formula, charge and spin**: 0.0 kJ/mol
**E**: -19852.144 eV
**2S+1**: 1

The geometry in XYZ format:
```
37
C12H21N2O2 | OMol25 | ωB97M-V with the def2-TZVPD basis set
C 3.00785 -0.30067 1.47358
C 4.24099 -0.22209 0.56091
C 4.04659 -0.87841 -0.79283
O 3.17885 -0.09065 -1.61710
C 1.88923 -0.58131 -1.85751
C 0.89796 0.47953 -1.44310
C 0.03799 0.33811 -0.34742
C -0.81250 1.35193 0.02373
C -1.77769 1.25795 1.16519
C -3.05232 0.48027 0.77733
C -2.95993 -1.02470 1.01219
C -4.26838 -1.72674 0.67935
O -4.63191 -1.59430 -0.68629
C -0.73766 2.49415 -0.76199
N 0.10364 2.53584 -1.78330
N 0.91686 1.58507 -2.16547
H 2.44670 0.63745 1.48452
H 2.33551 -1.10837 1.16923
H 3.29159 -0.50190 2.50708
H 5.10057 -0.69657 1.04173
H 4.51383 0.82198 0.39648
H 3.62129 -1.87987 -0.66334
H 4.99471 -0.99020 -1.32016
H 1.75195 -0.80401 -2.92154
H 1.68944 -1.49432 -1.28945
H 0.06432 -0.58067 0.22644
H -2.03666 2.26355 1.49970
H -1.27554 0.75316 1.99553
H -3.87488 0.87143 1.38202
H -3.31989 0.67079 -0.26485
H -2.71748 -1.20849 2.06439
H -2.15998 -1.47011 0.40657
H -4.23084 -2.77972 0.97197
H -5.07667 -1.25441 1.24337
H -4.01964 -2.10544 -1.22537
H -1.33537 3.37967 -0.58570
H 0.15750 3.37204 -2.35584
```

natural (NBO) population analysis, charges in e, atoms 1 to 8:
1 C -0.6170
2 C -0.4332
3 C -0.0525
4 O -0.5293
5 C -0.0901
6 C 0.2096
7 C -0.1369
8 C 0.0275

=====

Record 3
Molecular formula: C5H14
Method: DFT, ωB97M-V with the def2-TZVPD basis set

**SMILES string**: CCC.CC
**LUMO energy**: 0.0421 hartree
**Energy above the lowest of the compared OMol25 structures with the same formula, charge and spin**: 145.8 kJ/mol
**E**: -5410.539 eV
**2S+1**: 1

The geometry in XYZ format:
```
19
C5H14 | OMol25 | ωB97M-V with the def2-TZVPD basis set
C 0.23551 2.32967 1.06940
C -0.81743 1.34645 0.45746
C -1.32266 0.62292 1.68512
H 0.01752 3.22537 1.57265
H 0.98132 1.67415 1.60615
H 0.68741 2.71430 0.16431
H -1.62094 1.86338 -0.01790
H -0.13246 0.76730 -0.30717
H -1.80929 1.36501 2.29842
H -2.24402 0.04076 1.44142
H -0.65345 0.05209 2.32759
C 1.15520 -1.64444 -1.04147
C 0.64476 -2.50185 -2.11672
H 2.31404 -1.48171 -0.96287
H 0.63870 -0.65144 -1.03618
H 0.98918 -2.16839 -0.01513
H 0.19384 -1.98593 -3.02623
H -0.16248 -3.24502 -1.73007
H 1.42834 -3.08633 -2.63767
```

natural (NBO) population analysis, charges in e, atoms 1 to 8:
1 C -0.6147
2 C -0.3847
3 C -0.6204
4 H 0.2084
5 H 0.1986
6 H 0.1979
7 H 0.2029
8 H 0.1948

=====

Record 4
Molecular formula: C19H17N5SSc
Method: DFT, ωB97M-V with the def2-TZVPD basis set

**Net charge**: +1
**LUMO energy**: -0.1656 hartree
**E**: -58959.113 eV
**2S+1**: 1

The geometry in XYZ format:
```
43
C19H17N5SSc | OMol25 | ωB97M-V with the def2-TZVPD basis set
Sc 0.18061 -0.25121 0.19250
C 3.34948 -3.54761 -3.99526
C 3.29702 -3.82897 -2.50016
N 1.96700 -3.64544 -1.91331
C 1.42366 -2.46082 -1.64228
S -0.17791 -2.50787 -0.86630
N 2.07974 -1.38498 -2.02148
N 1.47468 -0.23274 -1.59715
C 1.61779 0.83121 -2.29963
C 2.37670 0.86169 -3.57891
C 0.92567 2.03466 -1.76545
C 1.11848 3.29379 -2.29107
C 0.42109 4.36987 -1.75388
C -0.44958 4.15949 -0.70184
C -0.58164 2.87387 -0.21202
N 0.08083 1.83713 -0.73188
H 4.33402 -3.81300 -4.38051
H 3.17116 -2.49289 -4.19746
H 2.60374 -4.13923 -4.52834
H 3.99623 -3.18817 -1.96349
H 3.57254 -4.86263 -2.30346
H 1.43508 -4.45562 -1.64407
H 2.34483 -0.12182 -4.03780
H 3.42744 1.10045 -3.39113
H 1.96882 1.60040 -4.26569
H 1.81284 3.43612 -3.10694
H 0.56394 5.36477 -2.15637
H -1.01318 4.96833 -0.25800
H -1.23194 2.66055 0.62713
N -0.19095 0.30816 10.33237
C -0.16202 0.24754 9.18534
C -0.12541 0.17128 7.74364
C 0.21801 1.29818 7.00071
C 0.25008 1.22713 5.62179
C -0.06018 0.03004 4.97426
C -0.40331 -1.09720 5.72544
C -0.43576 -1.02727 7.10493
C -0.02421 -0.04840 3.54359
C 0.00787 -0.11727 2.32514
H 0.45788 2.22150 7.50980
H 0.51641 2.09746 5.03770
H -0.64339 -2.02174 5.21868
H -0.69989 -1.89492 7.69355
```

natural (NBO) population analysis, charges in e, atoms 1 to 8:
1 Sc 1.9131
2 C -0.6167
3 C -0.2196
4 N -0.5576
5 C 0.3385
6 S -0.3435
7 N -0.4494
8 N -0.3949

=====

Record 5
Molecular formula: C3H3NOS
Method: DFT, ωB97M-V with the def2-TZVPD basis set

**SMILES string**: N#CCSC=O
**LUMO energy**: 0.0192 hartree
**Energy above the lowest of the compared OMol25 structures with the same formula, charge and spin**: 31.9 kJ/mol
**E**: -17531.610 eV
**2S+1**: 1

The geometry in XYZ format:
```
9
C3H3NOS | OMol25 | ωB97M-V with the def2-TZVPD basis set
N 2.89896 0.39639 -0.15331
C 1.85332 0.06660 0.16586
C 0.56073 -0.37718 0.67384
S -0.62736 0.96951 0.52476
C -1.62421 0.35121 -0.75156
O -1.53331 -0.73488 -1.24573
H 0.13815 -1.22044 0.14379
H 0.65309 -0.62555 1.72759
H -2.31938 1.17434 -1.08523
```

natural (NBO) population analysis, charges in e, atoms 1 to 8:
1 N -0.2904
2 C 0.2614
3 C -0.6570
4 S 0.2765
5 C 0.2267
6 O -0.5332
7 H 0.2969
8 H 0.2684

=====

Record 6
Molecular formula: CH3N3S2
Method: DFT, ωB97M-V with the def2-TZVPD basis set

**SMILES string**: NN1N=CSS1
**LUMO energy**: -0.0008 hartree
**Energy above the lowest of the compared OMol25 structures with the same formula, charge and spin**: 135.5 kJ/mol
**E**: -27223.059 eV
**2S+1**: 1

The geometry in XYZ format:
```
9
CH3N3S2 | OMol25 | ωB97M-V with the def2-TZVPD basis set
N -1.54021 -0.92418 0.02118
N -0.39188 -0.36635 -0.31158
N -0.20625 0.92352 -0.42471
C 0.94741 1.42174 -0.20269
S 2.30136 0.42562 0.40603
S 1.37973 -1.34689 0.13643
H -1.76384 -1.88254 -0.21776
H -1.72125 -0.73727 1.02990
H 0.99492 2.48635 -0.43680
```

natural (NBO) population analysis, charges in e, atoms 1 to 8:
1 N -0.5841
2 N -0.0950
3 N -0.1948
4 C -0.1684
5 S 0.1041
6 S -0.0183
7 H 0.3839
8 H 0.3363